# 1
C5H15N2 | ωB97M-V/def2-TZVPD

XYZ file:
```
22
Properties=species:S:1:pos:R:3:forces:R:3
C -0.143960 -2.275599 1.737060 -0.254 -0.479 0.435
N 0.622479 -1.487839 0.775385 0.195 0.338 0.147
C 0.664187 -0.045205 1.101672 -0.105 -0.430 -0.091
C 0.452289 0.779008 -0.180265 0.251 0.440 0.779
C 0.031255 2.221490 0.057861 -0.188 0.616 -0.505
N -0.556057 0.059334 -0.994095 -0.079 -0.429 -0.574
C -0.603096 0.427583 -2.458932 -0.030 -0.568 0.513
H 0.069084 -3.334267 1.637242 0.281 -0.105 -0.217
H 0.069347 -2.020329 2.781223 -0.056 0.133 -0.110
H -1.215283 -2.210208 1.562555 -0.120 0.366 -0.007
H 1.570331 -1.843371 0.778806 -0.015 -0.010 -0.194
H 1.633787 0.221800 1.520477 -0.047 0.194 0.087
H -0.095048 0.182913 1.855951 -0.029 0.032 -0.146
H 1.389303 0.728779 -0.739956 -0.170 -0.005 -0.198
H -1.057297 2.354831 -0.022033 0.216 -0.139 0.063
H 0.315651 2.635770 1.015544 0.177 -0.350 0.420
H 0.489166 2.907829 -0.658020 -0.138 -0.159 -0.149
H -1.491218 0.134105 -0.598469 0.035 0.289 0.212
H -0.271216 -0.928574 -0.806708 -0.036 -0.169 -0.149
H -0.071537 1.359679 -2.583980 0.055 0.087 -0.205
H -0.164569 -0.390466 -3.024260 0.199 0.196 -0.048
H -1.637599 0.522738 -2.757058 -0.142 0.155 -0.061
```
Forces are in eV/Å.

Results
total charge	+1
total energy	-8402.053	eV
molecular weight	103.19	u
E_HOMO	-0.5055	Ha
SMILES	CNC[C@H](C)[NH2+]C
orbital gap	10.96	eV
energy relative to the best compared isomer or geometry (same formula, charge and spin)	14.4	kcal/mol

Charge distribution, Mulliken scheme, values in e: C -0.97; N -0.36; C -0.95; C 0.12; C -1.37; N -0.14; C -0.83; H 0.36; H 0.36; H 0.30; H 0.24; H 0.38; H 0.47; H 0.39; H 0.37; H 0.40; H 0.40; H 0.40; H 0.42; H 0.31; H 0.34; H 0.36

***

# 2
C12H11N2O | ωB97M-V/def2-TZVPD

XYZ file:
```
26
Properties=species:S:1:pos:R:3:forces:R:3
C -3.316395 1.012108 1.088788 2.821 -1.082 -0.072
C -2.063862 1.655443 1.037793 -0.285 0.559 -0.430
C -1.434524 -2.523301 -1.555470 0.455 -1.143 0.540
C -3.416473 -0.211233 0.574484 -0.917 -1.810 -1.878
C -2.468523 -2.052776 -0.760022 0.580 -0.820 -1.936
C -1.059040 1.188949 0.294002 -0.317 -2.151 -1.786
C -0.294722 -1.729748 -1.781494 -2.228 -0.587 1.265
C -2.367048 -0.833299 -0.158334 -0.202 2.087 0.738
C -1.219189 -0.052835 -0.366541 -1.262 -1.130 1.177
C 5.261163 0.786535 1.370167 1.348 -0.039 -0.642
C 3.994491 1.203233 1.461124 0.919 -0.847 -0.863
C 3.137564 1.119998 0.335799 -0.251 -0.546 -1.216
N 2.632959 0.846519 -0.663426 0.411 0.420 0.655
N -0.279067 -0.554523 -1.166709 1.961 1.366 -0.918
O 2.075117 0.613363 -1.731582 -0.301 0.056 -0.197
H -4.003799 1.380666 1.720536 -2.776 1.501 1.595
H -1.956399 2.620089 1.430542 0.009 1.217 0.805
H -1.511936 -3.602159 -1.806751 0.358 1.116 -0.608
H -4.337612 -0.750822 0.398388 -0.436 0.121 0.991
H -3.376267 -2.614508 -0.851129 -0.474 -0.245 0.835
H -0.235858 1.650342 -0.135829 1.672 1.822 0.411
H 0.507109 -2.050944 -2.389129 0.864 0.101 -0.455
H 5.949662 0.880254 2.229367 -0.645 -0.201 -0.444
H 5.765554 0.398684 0.413786 -1.170 0.724 1.485
H 3.501325 1.493101 2.337259 -0.149 0.611 1.354
H 0.515761 0.126876 -1.325628 0.013 -1.100 -0.405
```
Forces are in eV/Å.

Results
total charge	+1
total energy	-17639.961	eV
molecular weight	199.23	u
E_HOMO	-0.4690	Ha
orbital gap	8.49	eV
energy relative to the best compared isomer or geometry (same formula, charge and spin)	37.1	kcal/mol

Charge distribution, Mulliken scheme, values in e: C -0.93; C -0.49; C -0.73; C -0.64; C -0.30; C -0.92; C -0.07; C 0.88; C 0.86; C -0.61; C -0.55; C 0.52; N 0.60; N 0.08; O -0.77; H 0.50; H 0.44; H 0.35; H 0.35; H 0.40; H 0.59; H 0.47; H 0.27; H 0.24; H 0.35; H 0.11